{"formula": "C38H41N4OReS4", "method": "wB97M-V/def2-TZVPD", "symbols": ["Re", "C", "C", "S", "C", "C", "S", "H", "H", "H", "H", "H", "H", "N", "C", "C", "C", "C", "C", "C", "C", "C", "C", "C", "C", "C", "N", "C", "C", "C", "C", "N", "H", "H", "H", "H", "H", "H", "H", "H", "H", "H", "N", "S", "C", "C", "C", "C", "C", "C", "C", "C", "C", "C", "C", "C", "H", "H", "H", "H", "H", "H", "H", "H", "H", "H", "H", "C", "C", "C", "S", "O", "C", "C", "C", "H", "H", "H", "H", "H", "H", "H", "H", "H", "H", "H", "H", "H", "H"], "xyz": [[-0.43607, 0.52101, -0.14785], [-3.67544, 3.75371, -1.64775], [-2.73863, 2.93629, -0.81194], [-1.67071, 1.94290, -1.73176], [-2.70074, 2.97630, 0.54851], [-3.60450, 3.86108, 1.34899], [-1.61514, 1.98667, 1.46784], [-3.55545, 3.48306, -2.69419], [-3.46725, 4.81841, -1.54370], [-4.71074, 3.57459, -1.36347], [-3.91298, 4.72525, 0.76544], [-3.11270, 4.20711, 2.25593], [-4.50133, 3.31305, 1.64299], [4.30222, -8.01438, -3.58591], [3.74830, -7.09456, -3.18708], [3.07441, -5.94379, -2.71016], [3.65818, -4.68660, -2.86650], [3.01038, -3.56255, -2.39543], [1.76759, -3.67287, -1.77693], [1.18295, -4.92977, -1.63830], [1.82762, -6.06146, -2.09646], [1.08849, -2.46513, -1.26306], [-0.12280, -2.10535, -1.85895], [-0.84156, -2.85245, -2.82596], [-2.05163, -2.21605, -3.00609], [-2.02806, -1.08845, -2.18219], [-0.87809, -1.00262, -1.50513], [1.66548, -1.81818, -0.16891], [2.77325, -2.28263, 0.58800], [2.94231, -1.40409, 1.63002], [1.94852, -0.42575, 1.48433], [1.18566, -0.66597, 0.42185], [4.61566, -4.60484, -3.35749], [3.45679, -2.58789, -2.51849], [0.22256, -5.01445, -1.15273], [1.37458, -7.03608, -1.98749], [-0.49344, -3.74627, -3.30413], [-2.86386, -2.50622, -3.64329], [-2.80380, -0.34891, -2.08162], [3.33381, -3.17191, 0.38488], [3.67314, -1.45083, 2.41124], [1.77353, 0.41801, 2.13032], [0.98741, 2.03935, -0.19894], [0.80595, 3.64370, -0.34169], [2.26957, 4.06925, -1.31590], [2.09715, 4.51899, -2.61435], [3.21386, 4.75355, -3.40131], [4.48220, 4.54328, -2.88398], [4.64100, 4.08591, -1.58465], [3.53307, 3.83996, -0.79459], [1.32549, 4.34109, 1.26395], [1.15707, 3.60175, 2.42075], [1.49108, 4.16276, 3.64172], [1.99342, 5.45208, 3.69860], [2.14021, 6.19212, 2.53497], [1.80343, 5.64033, 1.31034], [1.95253, 1.77403, -0.00952], [1.10062, 4.67278, -2.99906], [3.09303, 5.09539, -4.41693], [5.35443, 4.73032, -3.48937], [5.62579, 3.91611, -1.17785], [3.65078, 3.47985, 0.21737], [0.75444, 2.60217, 2.36618], [1.34930, 3.59557, 4.54841], [2.25600, 5.88440, 4.65213], [2.51033, 7.20447, 2.58166], [1.92202, 6.20743, 0.39985], [-0.10841, -4.48632, 2.07679], [-1.46120, -4.47980, 2.77803], [-1.97281, -3.07066, 3.03973], [-2.37613, -2.23398, 1.43120], [-1.30505, -1.19151, 1.29536], [-3.82392, -1.22964, 1.98572], [-5.11449, -1.80779, 1.43486], [-5.13996, -1.70924, -0.08596], [0.18585, -5.50409, 1.82808], [0.66107, -4.06383, 2.71984], [-0.15293, -3.89198, 1.16477], [-1.37782, -5.01108, 3.72871], [-2.19401, -5.00936, 2.16423], [-1.22476, -2.44480, 3.52643], [-2.88244, -3.10590, 3.63552], [-3.63688, -0.23825, 1.56812], [-3.81966, -1.16817, 3.07155], [-5.95810, -1.25871, 1.85802], [-5.21655, -2.84936, 1.74733], [-5.09915, -0.66954, -0.40420], [-6.04799, -2.14886, -0.48784], [-4.28537, -2.23115, -0.51150]], "mulliken_charge": [0.857, -1.803, 0.682, -0.302, 0.686, -1.676, -0.338, 0.508, 0.356, 0.351, 0.416, 0.415, 0.292, -0.496, -0.112, 0.518, -0.948, -0.060, 0.222, -0.088, -1.000, 0.436, 0.179, -0.713, -1.533, -0.235, 0.517, -0.142, -0.252, -1.622, -0.419, 0.445, 0.479, 0.513, 0.630, 0.469, 0.702, 0.495, 0.530, 0.634, 0.516, 0.471, -0.221, 0.374, 0.508, -0.429, -0.613, -0.473, -0.845, -0.351, 0.582, 0.249, -0.929, -0.492, -0.668, -0.482, 0.339, 0.468, 0.422, 0.414, 0.421, 0.428, -0.030, 0.469, 0.408, 0.429, 0.512, -0.538, -0.613, -0.867, 0.344, -0.553, -0.322, -0.464, -1.002, 0.439, 0.315, -0.164, 0.378, 0.269, 0.280, 0.482, -0.111, 0.484, 0.396, 0.273, 0.211, 0.425, 0.269], "lumo_energy_ha": [-0.133, -0.138], "multiplicity": 2, "energy_ha": -3437.6613, "total_charge": 1, "e_above_lowest_kj_mol": 91.3, "homo_energy_ev": [-9.2957, -9.5776]}

=====

{"formula": "C38H41N6O2SbW", "method": "wB97M-V/def2-TZVPD", "symbols": ["W", "O", "C", "C", "C", "C", "C", "C", "C", "O", "N", "N", "C", "C", "C", "C", "C", "C", "N", "H", "H", "H", "H", "H", "H", "H", "H", "H", "H", "N", "C", "C", "C", "C", "C", "C", "C", "C", "C", "C", "C", "C", "N", "C", "C", "C", "C", "N", "H", "H", "H", "H", "H", "H", "H", "H", "H", "H", "C", "C", "C", "Sb", "C", "C", "C", "C", "C", "C", "H", "H", "H", "H", "H", "H", "H", "H", "H", "H", "H", "H", "H", "H", "H", "H", "H", "H", "H", "H", "H"], "xyz": [[0.25426, -0.25993, 0.20834], [-2.26901, -3.95646, 0.30663], [-1.36365, -4.79242, -0.23677], [-1.73185, -6.13682, -0.30018], [-0.87070, -7.06543, -0.83570], [0.38949, -6.69185, -1.32043], [0.76898, -5.37883, -1.24936], [-0.09228, -4.40032, -0.70295], [0.37320, -3.03434, -0.63314], [-0.45258, -2.07956, -0.21471], [1.62967, -2.73520, -0.89291], [1.86013, -1.43491, -0.55211], [3.05657, -0.94595, -0.62831], [3.20535, 0.39434, -0.06541], [4.41294, 1.06082, 0.04900], [4.43179, 2.28621, 0.70519], [3.25824, 2.79818, 1.23881], [2.08016, 2.08647, 1.09166], [2.05240, 0.91536, 0.43681], [-1.94797, -3.04553, 0.26502], [-2.70569, -6.41916, 0.07357], [-1.17798, -8.10149, -0.88469], [1.05126, -7.43223, -1.74438], [1.73798, -5.06791, -1.61139], [3.88745, -1.53151, -1.00262], [5.31646, 0.62494, -0.35247], [5.36179, 2.82786, 0.80861], [3.23984, 3.73950, 1.76832], [1.13949, 2.45161, 1.48651], [-2.75223, 3.45248, 9.41049], [-2.44732, 3.00877, 8.39708], [-2.06253, 2.45124, 7.12973], [-2.44559, 1.15447, 6.79873], [-2.06227, 0.61483, 5.58263], [-1.30721, 1.37351, 4.69456], [-0.93893, 2.67575, 5.02239], [-1.30775, 3.21484, 6.24237], [-0.88647, 0.79764, 3.38764], [0.03755, -0.21709, 3.39580], [0.61186, -0.87131, 4.53234], [1.37943, -1.90546, 4.07256], [1.28712, -1.86694, 2.66238], [0.50482, -0.87476, 2.24507], [-1.53301, 1.31267, 2.22534], [-2.59201, 2.20096, 2.23226], [-3.05204, 2.34503, 0.90595], [-2.26031, 1.54397, 0.13710], [-1.30122, 0.88920, 0.89533], [-3.03911, 0.57721, 7.49343], [-2.36145, -0.39200, 5.32237], [-0.35776, 3.26847, 4.32724], [-1.01765, 4.22119, 6.50937], [0.44044, -0.58995, 5.55805], [1.94563, -2.61837, 4.64677], [1.77552, -2.53150, 1.96086], [-2.99871, 2.67276, 3.11134], [-3.87870, 2.94372, 0.56403], [-2.33842, 1.35398, -0.92024], [-1.64014, -0.11322, -4.97730], [-1.41622, -0.50635, -3.52097], [-2.73973, -0.61271, -2.76974], [0.04308, 0.66834, -2.46821], [1.83366, 0.35866, -3.62698], [1.94580, -1.11265, -4.03778], [1.95452, 1.24446, -4.86557], [-0.34970, 2.78402, -2.54749], [-0.96802, 3.27751, -3.84984], [0.91048, 3.56595, -2.17620], [-2.29366, -0.85082, -5.44724], [-0.71975, -0.08186, -5.56052], [-2.13365, 0.85516, -5.06564], [-0.92519, -1.48763, -3.49945], [-3.29885, 0.32526, -2.81336], [-2.61950, -0.89596, -1.72059], [-3.36597, -1.37323, -3.23846], [2.65604, 0.60654, -2.94644], [1.20729, -1.35494, -4.80449], [1.81042, -1.81917, -3.21782], [2.92672, -1.29898, -4.47794], [1.15573, 1.04689, -5.58204], [2.89518, 1.01868, -5.37198], [1.95285, 2.31018, -4.64646], [-1.06994, 2.93950, -1.74014], [-0.33271, 3.07473, -4.71224], [-1.10768, 4.35903, -3.79728], [-1.94531, 2.83156, -4.03714], [1.64537, 3.58175, -2.98052], [1.40867, 3.17487, -1.28455], [0.64281, 4.60369, -1.96949]], "mulliken_charge": [0.973, -0.682, 0.689, -0.831, -0.337, -0.958, -0.527, 0.161, 1.059, -0.354, -1.563, 1.516, -0.766, 0.991, -0.886, -0.603, -0.789, -0.372, 0.385, 0.351, 0.515, 0.421, 0.459, 0.461, 0.447, 0.600, 0.477, 0.544, 0.488, -0.434, -0.219, 0.589, -0.887, -0.038, -0.473, -0.036, -0.938, 1.734, -0.190, -0.672, -1.485, -0.211, 0.419, -0.160, -0.421, -1.971, -0.313, 0.495, 0.489, 0.546, 0.514, 0.476, 0.638, 0.500, 0.550, 0.641, 0.509, 0.671, -1.440, 0.661, -1.498, -0.846, 0.747, -1.509, -1.396, 0.926, -1.492, -1.251, 0.499, 0.258, 0.236, 0.249, 0.352, 0.268, 0.496, 0.267, 0.314, 0.275, 0.493, 0.220, 0.480, 0.268, 0.211, 0.284, 0.468, 0.351, 0.247, 0.182, 0.488], "lumo_energy_ha": [-0.265, -0.278], "multiplicity": 3, "energy_ha": -2258.4837, "total_charge": 2, "e_above_lowest_kj_mol": 0.0, "homo_energy_ev": [-13.3173, -13.2984]}

=====

{"formula": "C38H41N7O2STl", "method": "wB97M-V/def2-TZVPD", "symbols": ["Tl", "N", "C", "S", "N", "N", "C", "C", "C", "C", "C", "C", "C", "C", "C", "C", "C", "C", "N", "H", "H", "H", "H", "H", "H", "H", "H", "H", "H", "H", "C", "C", "C", "C", "C", "N", "C", "O", "N", "C", "C", "C", "C", "N", "C", "C", "C", "H", "H", "H", "H", "H", "H", "H", "H", "H", "H", "H", "H", "H", "C", "C", "C", "C", "C", "C", "C", "C", "C", "C", "C", "C", "O", "H", "H", "H", "H", "H", "H", "H", "H", "H", "H", "H", "H", "H", "H", "H", "H", "H"], "xyz": [[-1.22570, 0.81593, 0.08521], [-4.48165, 4.09307, -0.65020], [-3.43003, 3.28238, -0.84089], [-3.73626, 1.61992, -1.12928], [-2.25089, 3.86751, -0.80352], [-1.12445, 3.21815, -0.88530], [0.01679, 3.74793, -1.13435], [0.19635, 5.20269, -1.37683], [-0.31569, 6.12144, -0.46279], [-0.10766, 7.47797, -0.65258], [0.58881, 7.92923, -1.76464], [1.07722, 7.01981, -2.69109], [0.88747, 5.66112, -2.49755], [1.18782, 2.83580, -1.15088], [2.49392, 3.32855, -1.11376], [3.55217, 2.43581, -1.10305], [3.29399, 1.07456, -1.13988], [1.97104, 0.66638, -1.14574], [0.94926, 1.51612, -1.13620], [-5.40876, 3.70946, -0.65355], [-4.34380, 5.07584, -0.48162], [-0.86002, 5.76711, 0.40172], [-0.48805, 8.18589, 0.07225], [0.74316, 8.98963, -1.91371], [1.61183, 7.36812, -3.56508], [1.25800, 4.94986, -3.22545], [2.67634, 4.39080, -1.07054], [4.56950, 2.80117, -1.05690], [4.09478, 0.34851, -1.14960], [1.70608, -0.38633, -1.15715], [3.26290, -3.94753, -4.63884], [1.93513, -4.56199, -4.28626], [1.85301, -5.78738, -3.63729], [0.62769, -6.31374, -3.25790], [-0.54520, -5.62002, -3.52548], [-1.78219, -6.14202, -3.06136], [-2.86408, -5.48127, -2.52470], [-3.97956, -5.94602, -2.57429], [-2.68171, -4.22437, -1.91691], [-1.62236, -3.69301, -1.19403], [-0.71955, -4.46291, -0.45770], [0.30867, -3.83425, 0.21810], [0.39193, -2.45171, 0.20038], [-0.49970, -1.71008, -0.45094], [-1.46853, -2.30830, -1.13718], [-0.48074, -4.43279, -4.24806], [0.74769, -3.90460, -4.60276], [4.07596, -4.65483, -4.48439], [3.45172, -3.07023, -4.01545], [3.27701, -3.62292, -5.67956], [2.76051, -6.33427, -3.41123], [0.57864, -7.26168, -2.73449], [-1.98056, -7.10199, -3.29240], [-3.52835, -3.67926, -1.94105], [-0.83328, -5.53616, -0.41042], [1.03244, -4.41298, 0.77604], [1.17078, -1.92350, 0.73819], [-2.16317, -1.65844, -1.66378], [-1.39494, -3.92232, -4.52131], [0.78539, -2.96890, -5.14895], [0.46962, 2.93022, 4.76880], [1.25487, 2.38857, 3.56218], [0.82194, 3.10178, 2.28014], [1.12773, 0.88204, 3.54785], [2.18892, 0.11258, 3.95947], [2.06259, -1.26811, 4.13181], [0.81728, -1.88553, 4.00606], [-0.29689, -1.17908, 3.61694], [-1.66172, -1.81653, 3.78430], [-2.24909, -1.24735, 5.09187], [-2.68889, -1.64698, 2.66089], [-0.13002, 0.21882, 3.23766], [-1.06539, 0.83791, 2.65700], [0.60408, 4.00949, 4.84744], [0.81287, 2.47239, 5.69707], [-0.59344, 2.71833, 4.64658], [2.31318, 2.61260, 3.71791], [-0.25835, 3.08508, 2.16194], [1.28223, 2.62276, 1.41658], [1.15025, 4.14238, 2.30985], [3.13835, 0.59008, 4.16973], [2.92349, -1.85143, 4.43196], [0.71667, -2.93527, 4.25586], [-1.49974, -2.88840, 3.92353], [-2.41293, -0.17388, 4.98425], [-1.57238, -1.40715, 5.93200], [-3.20364, -1.72538, 5.31258], [-3.04529, -0.62206, 2.60728], [-3.54480, -2.29236, 2.86383], [-2.27863, -1.93043, 1.69357]], "mulliken_charge": [1.009, -0.399, 0.602, -0.372, -1.307, 0.724, 0.273, 0.192, -0.258, -0.797, -0.443, -0.834, 0.001, 0.096, -0.234, -0.820, -0.740, -0.236, -0.219, 0.192, 0.227, 0.456, 0.392, 0.407, 0.409, 0.510, 0.555, 0.454, 0.474, 0.568, -1.383, 0.769, -0.768, -0.359, 0.133, -0.111, 0.203, -0.649, -0.112, 0.289, -0.196, -1.371, -0.300, 0.116, -0.710, -0.171, -0.712, 0.358, 0.247, 0.361, 0.326, 0.415, 0.258, 0.231, 0.613, 0.517, 0.556, 0.514, 0.501, 0.423, -1.620, 0.246, -1.067, 0.381, -0.668, -0.908, -0.661, 0.598, 0.187, -1.520, -1.000, 0.969, -1.006, 0.441, 0.372, 0.339, 0.629, 0.137, -0.036, 0.630, 0.455, 0.443, 0.488, 0.530, 0.331, 0.355, 0.442, 0.241, 0.516, -0.113], "lumo_energy_ha": [-0.185, -0.170], "energy_ha": -2576.8721, "total_charge": 1, "e_above_lowest_kj_mol": 143.5, "homo_energy_ev": [-10.4899, -10.3879]}

=====

Q: What is the formula in the second record?
A: C38H41N6O2SbW